Record 1
Here is a structure of composition C4H10N4O2 at a distorted geometry from OMol25. Energies are from ωB97M-V with the def2-TZVPD basis set.

XYZ file:
```
20
Properties=species:S:1:pos:R:3:nbo_charge:R:1
O 2.906 -1.213 0.092 -0.31
O -0.452 2.534 -0.340 -0.31
N 1.842 0.880 -0.168 -0.51
N -0.472 1.341 -0.045 0.22
N -2.111 -0.588 0.454 -0.39
N -2.108 0.763 0.467 -0.25
C 2.766 -0.001 -0.145 0.66
C -2.878 -1.388 -0.514 -0.44
C 0.504 0.511 0.180 0.09
C 4.138 -0.289 0.080 -0.10
H -2.721 1.264 -0.218 0.46
H 2.115 1.850 -0.374 0.49
H 4.700 -0.092 0.997 0.29
H -2.217 -2.069 -1.112 0.25
H -3.345 -0.722 -1.221 0.23
H -3.718 -1.837 -0.081 0.25
H 4.706 -0.521 -0.939 0.28
H -1.925 -1.030 1.313 0.42
H -2.235 1.163 1.314 0.43
H 0.506 -0.554 0.260 0.26
```

HOMO: -17.894 eV
ΔE to the lowest compared entry with this formula, charge and spin: 154.8 kcal/mol
net charge: +2
Kohn-Sham gap: 8.94 eV
electronic energy: -527.0110 a.u.



Record 2
Here is a cluster of 2 separate species, C4H10NO in total from OMol25. Energies are from ωB97M-V with the def2-TZVPD basis set.

XYZ file:
```
16
Properties=species:S:1:pos:R:3:nbo_charge:R:1
O -0.336 -1.095 0.301 -0.96
N 1.312 -1.061 -1.449 -0.69
C -1.605 1.520 1.416 -0.38
C -0.816 1.780 2.448 -0.43
C 0.917 -0.785 -0.020 0.13
C 0.409 -0.346 -2.352 -0.43
H -0.634 -0.637 -2.209 0.18
H -1.040 2.612 3.108 0.16
H -2.515 2.102 1.295 0.15
H 0.717 -0.509 -3.389 0.16
H 0.031 1.135 2.643 0.20
H 1.694 -1.328 0.574 0.07
H 0.494 0.724 -2.145 0.17
H -1.350 0.751 0.687 0.27
H 1.109 -2.051 -1.573 0.32
H 1.164 0.305 0.088 0.05
```

HOMO: -2.609 eV
ΔE to the lowest compared entry with this formula, charge and spin: 25.6 kcal/mol
net charge: -1
Kohn-Sham gap: 6.87 eV
electronic energy: -288.3509 a.u.



Record 3
Here is the ion C4H10NO with charge -1 at a distorted geometry from OMol25. Energies are from ωB97M-V with the def2-TZVPD basis set.

XYZ file:
```
16
Properties=species:S:1:pos:R:3:nbo_charge:R:1
O -1.429 1.643 0.146 -0.89
N -0.376 -0.258 0.953 -0.76
C -1.343 0.440 -0.150 0.19
C 1.503 0.626 -0.357 -0.65
C 0.864 -0.599 0.345 -0.02
C 0.502 -1.702 -0.680 -0.62
H -2.228 -0.203 -0.109 0.05
H -0.244 0.129 1.867 0.35
H -0.991 0.252 -1.202 0.04
H -0.033 -2.443 -0.162 0.21
H 0.006 -1.186 -1.465 0.21
H 2.221 1.203 0.252 0.18
H 1.409 -2.113 -1.065 0.16
H 1.642 -1.043 1.004 0.15
H 2.097 0.022 -1.051 0.17
H 1.029 1.449 -0.854 0.24
```

HOMO: -2.215 eV
ΔE to the lowest compared entry with this formula, charge and spin: 41.1 kcal/mol
net charge: -1
Kohn-Sham gap: 6.59 eV
electronic energy: -288.3261 a.u.
SMILES string: CC(C)NC[O-]



Question: Which of these has the lowest Kohn-Sham gap?
Answer: number 3